(1)
{"formula": "C14H44N3O8", "method": "ωB97M-V/def2-TZVPD", "e_lumo_ev": -2.092, "relative_energy_ev": 1.167, "charge": 1, "e_tot_ev": -36073.997, "elements": ["N", "H", "H", "H", "H", "C", "C", "C", "O", "C", "N", "H", "H", "H", "H", "H", "H", "H", "H", "H", "H", "H", "C", "C", "C", "O", "C", "N", "H", "H", "H", "H", "H", "H", "H", "H", "H", "H", "H", "C", "C", "O", "O", "H", "H", "H", "H", "H", "H", "C", "C", "O", "O", "H", "H", "H", "H", "H", "H", "C", "C", "O", "O", "H", "H", "H", "H", "H", "H"], "positions_angstrom": [[0.27, 0.31, -0.64], [-0.24, 1.01, -0.06], [-0.05, 0.30, -1.60], [0.08, -0.68, -0.28], [1.27, 0.44, -0.51], [-2.26, 3.65, 0.45], [-1.36, 3.09, 1.55], [-2.05, 1.85, 2.15], [-2.12, 0.86, 1.12], [-3.38, 0.23, 0.99], [-0.02, 2.67, 1.02], [-2.43, 2.90, -0.33], [-1.92, 4.59, 0.01], [-3.24, 3.87, 0.87], [-1.20, 3.85, 2.31], [-3.03, 2.08, 2.58], [-1.44, 1.36, 2.92], [-4.13, 0.99, 0.76], [-3.67, -0.26, 1.93], [-3.36, -0.47, 0.15], [0.50, 2.70, 1.90], [0.33, 3.42, 0.44], [0.41, -1.49, 2.70], [0.46, -2.57, 1.62], [-0.07, -3.91, 2.17], [0.15, -4.98, 1.30], [-0.61, -6.16, 1.58], [-0.48, -2.17, 0.53], [1.00, -1.84, 3.54], [-0.58, -1.19, 3.04], [0.94, -0.63, 2.30], [1.46, -2.67, 1.20], [-1.11, -3.87, 2.50], [0.49, -4.16, 3.09], [-1.63, -5.87, 1.84], [-0.11, -6.73, 2.37], [-0.52, -6.78, 0.69], [-0.81, -3.04, 0.11], [-1.32, -1.81, 0.99], [0.09, -1.67, -4.10], [-1.40, -1.38, -4.05], [-2.09, -2.57, -3.63], [0.65, -1.55, -2.76], [0.59, -1.04, -4.83], [0.32, -2.69, -4.40], [-1.79, -1.13, -5.05], [-1.70, -0.66, -3.28], [-3.01, -2.36, -3.46], [0.16, -2.29, -2.38], [1.52, 2.88, -2.91], [0.01, 3.16, -2.79], [-0.66, 1.90, -3.09], [2.06, 2.34, -1.70], [2.04, 3.80, -3.19], [1.75, 2.20, -3.73], [-0.35, 3.83, -3.57], [-0.30, 3.50, -1.81], [-0.57, 1.74, -4.03], [2.54, 3.05, -1.26], [3.60, 0.92, 0.86], [3.60, 1.05, 2.38], [4.03, 2.37, 2.74], [2.99, -0.35, 0.50], [4.65, 0.88, 0.55], [3.21, 1.80, 0.36], [4.30, 0.42, 2.93], [2.58, 0.92, 2.76], [3.29, 2.96, 2.86], [3.68, -0.95, 0.82]]}

---

(2)
{"formula": "C23H48N3O7P", "method": "ωB97M-V/def2-TZVPD", "smiles": "CCOC[C@@]1(CCCCCCCOC)OC(=O)[C@@H]([PH2]=N)[C@@H]1CCO.CNC(C)=O.CNC(C)=O", "e_lumo_ev": 0.437, "charge": 0, "e_tot_ev": -52720.128, "elements": ["C", "C", "O", "C", "C", "C", "C", "C", "C", "C", "C", "C", "O", "C", "O", "C", "O", "C", "P", "N", "C", "C", "C", "O", "H", "H", "H", "H", "H", "H", "H", "H", "H", "H", "H", "H", "H", "H", "H", "H", "H", "H", "H", "H", "H", "H", "H", "H", "H", "H", "H", "H", "H", "H", "H", "H", "H", "H", "C", "N", "C", "C", "O", "H", "H", "H", "H", "H", "H", "H", "C", "N", "C", "C", "O", "H", "H", "H", "H", "H", "H", "H"], "positions_angstrom": [[1.41, -0.06, 3.50], [0.27, -0.90, 2.91], [-0.95, -0.17, 2.78], [-0.94, 0.75, 1.72], [-1.52, 0.23, 0.37], [-1.96, -1.22, 0.49], [-2.43, -2.00, -0.76], [-3.94, -2.29, -0.87], [-4.90, -1.24, -0.30], [-5.21, -1.41, 1.20], [-5.15, -0.11, 2.01], [-6.45, 0.67, 1.98], [-6.84, 1.04, 0.67], [-6.14, 2.17, 0.19], [-2.68, 1.07, 0.09], [-2.72, 1.49, -1.19], [-3.62, 2.15, -1.62], [-1.50, 1.00, -1.93], [-0.93, 2.26, -3.13], [0.38, 1.95, -3.92], [-0.56, 0.59, -0.81], [0.53, -0.44, -1.13], [1.91, -0.07, -0.60], [2.40, 1.14, -1.14], [1.02, 0.88, 3.88], [1.90, -0.59, 4.31], [2.19, 0.16, 2.76], [0.04, -1.76, 3.53], [0.57, -1.29, 1.93], [-1.56, 1.60, 2.02], [0.08, 1.12, 1.55], [-2.73, -1.25, 1.26], [-1.12, -1.75, 0.93], [-1.91, -2.96, -0.75], [-2.09, -1.52, -1.67], [-4.18, -2.45, -1.93], [-4.15, -3.25, -0.38], [-4.49, -0.23, -0.47], [-5.83, -1.27, -0.87], [-4.53, -2.14, 1.63], [-6.21, -1.83, 1.30], [-4.88, -0.31, 3.05], [-4.36, 0.53, 1.60], [-7.27, 0.05, 2.36], [-6.39, 1.56, 2.62], [-6.42, 3.07, 0.76], [-6.42, 2.31, -0.86], [-5.05, 2.04, 0.23], [-1.83, 0.16, -2.56], [-0.90, 3.38, -2.28], [-2.11, 2.47, -3.86], [0.22, 1.91, -4.92], [-0.07, 1.52, -0.47], [0.59, -0.58, -2.21], [0.28, -1.41, -0.69], [2.61, -0.85, -0.88], [1.90, -0.02, 0.50], [2.18, 1.88, -0.57], [7.12, -1.99, 3.54], [5.71, -1.96, 3.20], [4.67, -2.55, 3.86], [5.00, -3.35, 5.10], [3.53, -2.44, 3.44], [7.50, -0.98, 3.72], [7.71, -2.44, 2.74], [7.27, -2.57, 4.45], [5.43, -1.45, 2.38], [4.06, -3.75, 5.49], [5.67, -4.17, 4.88], [5.46, -2.72, 5.86], [4.13, 3.09, -6.09], [5.10, 2.07, -5.80], [5.15, 1.24, -4.71], [4.07, 1.40, -3.67], [6.04, 0.41, -4.61], [3.60, 2.89, -7.02], [4.59, 4.08, -6.16], [3.38, 3.13, -5.29], [5.85, 1.92, -6.46], [4.24, 0.68, -2.88], [4.08, 2.40, -3.24], [3.08, 1.24, -4.09]]}

---

(3)
{"formula": "C3H10N2O", "method": "ωB97M-V/def2-TZVPD", "smiles": "NC=O.CNC", "e_lumo_ev": 0.796, "relative_energy_ev": 1.623, "charge": 0, "e_tot_ev": -8299.881, "elements": ["N", "C", "O", "H", "H", "H", "C", "N", "C", "H", "H", "H", "H", "H", "H", "H"], "positions_angstrom": [[-0.15, -1.13, 2.72], [0.02, 0.20, 3.02], [-0.04, 1.11, 2.19], [-0.35, -1.82, 3.44], [-0.33, -1.31, 1.71], [0.04, 0.45, 4.15], [0.23, 1.00, -0.88], [0.70, 0.06, -1.80], [-0.31, -0.41, -2.70], [-0.25, 1.97, -1.33], [-0.49, 0.72, -0.07], [1.15, 1.39, -0.40], [1.34, -0.56, -1.29], [-0.96, -1.18, -2.23], [0.29, -0.92, -3.49], [-0.88, 0.43, -3.05]]}

---

(4)
{"formula": "C6H16NO", "method": "ωB97M-V/def2-TZVPD", "e_lumo_ev": -3.209, "relative_energy_ev": 1.272, "charge": 1, "e_tot_ev": -10012.041, "elements": ["C", "C", "C", "C", "C", "C", "N", "H", "H", "H", "H", "H", "H", "H", "H", "H", "H", "H", "H", "H", "H", "H", "H", "O"], "positions_angstrom": [[0.56, 1.57, 0.77], [0.24, 0.91, -0.53], [-0.72, -0.29, -0.55], [-1.31, -0.53, -1.93], [-1.64, -1.94, -2.32], [-0.91, -2.76, -3.05], [1.29, 0.55, 1.66], [1.17, 2.46, 0.62], [-0.21, 2.04, 1.39], [1.21, 0.64, -0.97], [-0.18, 1.62, -1.25], [-1.53, -0.06, 0.14], [-0.19, -1.18, -0.18], [-2.17, 0.13, -2.05], [-0.59, -0.22, -2.71], [-2.67, -2.22, -2.11], [-1.32, -3.75, -3.23], [0.10, -2.66, -3.42], [0.85, -0.37, 1.53], [1.28, 0.90, 2.63], [2.28, 0.61, 1.42], [2.12, 1.97, 4.89], [0.76, 1.23, 4.87], [1.58, 1.36, 4.37]]}

---

(5)
{"formula": "C20H29F6N6O4PdS4", "method": "ωB97M-V/def2-TZVPD", "e_lumo_ev": 2.474, "relative_energy_ev": 0.737, "charge": -1, "e_tot_ev": -101468.748, "elements": ["Pd", "C", "N", "C", "C", "N", "C", "S", "C", "C", "C", "C", "C", "N", "H", "H", "H", "H", "H", "H", "H", "H", "H", "F", "C", "F", "F", "S", "O", "O", "N", "S", "O", "O", "C", "F", "F", "F", "C", "C", "C", "C", "N", "C", "S", "N", "C", "C", "C", "C", "H", "H", "H", "H", "H", "H", "H", "H", "H", "H", "H", "H", "H", "H", "H", "H", "H", "H", "H", "H"], "positions_angstrom": [[-0.03, -0.81, 0.85], [-5.81, 0.03, -0.56], [-5.06, 0.98, 0.22], [-5.48, 2.23, 0.61], [-4.49, 2.79, 1.32], [-3.44, 1.87, 1.38], [-3.80, 0.71, 0.70], [-2.99, -0.70, 0.39], [-2.26, 2.12, 2.12], [-1.87, 3.43, 2.41], [-0.74, 3.61, 3.18], [-0.04, 2.51, 3.64], [-0.49, 1.25, 3.27], [-1.57, 1.07, 2.52], [-6.74, 0.51, -0.87], [-6.03, -0.86, 0.02], [-5.24, -0.27, -1.44], [-6.45, 2.61, 0.35], [-4.47, 3.73, 1.82], [-2.39, 4.29, 2.01], [-0.41, 4.62, 3.41], [0.85, 2.61, 4.26], [0.03, 0.35, 3.56], [2.73, -4.50, 2.82], [3.23, -3.28, 2.63], [3.54, -2.77, 3.83], [4.37, -3.41, 1.94], [2.07, -2.18, 1.69], [2.91, -1.00, 1.60], [1.82, -2.99, 0.52], [0.92, -1.97, 2.78], [-0.57, -2.56, 2.81], [-0.96, -3.41, 1.72], [-1.46, -1.59, 3.38], [-0.42, -3.77, 4.19], [0.36, -4.81, 3.86], [-1.63, -4.26, 4.49], [0.08, -3.22, 5.30], [0.80, -2.28, -5.27], [0.08, -1.10, -4.63], [-0.74, -1.49, -3.41], [0.08, -2.00, -2.23], [1.30, -1.24, -1.96], [1.27, -0.06, -1.25], [-0.12, 0.87, -1.04], [2.52, 0.38, -0.88], [2.68, 1.53, 0.00], [2.70, 2.88, -0.72], [3.77, 3.04, -1.80], [3.42, 2.39, -3.14], [1.34, -1.99, -6.17], [0.09, -3.07, -5.54], [1.52, -2.72, -4.58], [-0.58, -0.62, -5.36], [0.81, -0.35, -4.34], [-1.44, -2.29, -3.67], [-1.35, -0.64, -3.08], [0.42, -3.02, -2.43], [-0.54, -2.05, -1.33], [2.05, -1.84, -1.64], [3.14, -0.37, -0.64], [3.62, 1.38, 0.52], [1.89, 1.52, 0.75], [2.87, 3.63, 0.06], [1.72, 3.09, -1.14], [4.73, 2.65, -1.43], [3.93, 4.11, -1.97], [3.39, 1.31, -3.07], [4.15, 2.67, -3.91], [2.44, 2.73, -3.48]]}

---

(6)
{"formula": "C4H12", "method": "ωB97M-V/def2-TZVPD", "smiles": "CC.CC", "e_lumo_ev": 1.154, "relative_energy_ev": 0.010, "charge": 0, "e_tot_ev": -4342.518, "elements": ["C", "C", "H", "H", "H", "H", "H", "H", "C", "C", "H", "H", "H", "H", "H", "H"], "positions_angstrom": [[-0.49, -0.90, -1.59], [-0.50, -1.16, -3.10], [-0.59, 0.16, -1.37], [-1.31, -1.43, -1.12], [0.44, -1.26, -1.16], [-0.32, -2.22, -3.30], [0.28, -0.59, -3.60], [-1.46, -0.88, -3.53], [0.22, 0.63, 1.76], [0.76, 1.43, 2.95], [0.01, -0.40, 2.05], [-0.69, 1.08, 1.36], [0.94, 0.61, 0.93], [0.01, 1.47, 3.73], [1.64, 0.93, 3.37], [1.03, 2.44, 2.66]]}

---

(7)
{"formula": "C57H67InPS", "method": "ωB97M-V/def2-TZVPD", "e_lumo_ev": 1.857, "charge": -1, "e_tot_ev": -85491.532, "elements": ["C", "C", "C", "C", "C", "In", "P", "S", "C", "C", "C", "C", "H", "H", "H", "H", "H", "H", "H", "H", "H", "H", "H", "H", "H", "H", "H", "H", "H", "H", "H", "C", "C", "C", "C", "C", "C", "H", "H", "H", "H", "H", "H", "C", "C", "C", "C", "C", "C", "H", "H", "H", "H", "H", "H", "C", "C", "C", "C", "C", "C", "H", "H", "H", "H", "H", "H", "C", "C", "C", "C", "C", "C", "H", "H", "H", "H", "H", "H", "C", "C", "C", "C", "C", "C", "H", "H", "H", "H", "H", "H", "C", "C", "C", "C", "C", "C", "H", "H", "H", "H", "H", "H", "C", "C", "C", "C", "C", "C", "H", "H", "H", "H", "H", "H", "C", "C", "C", "C", "C", "C", "H", "H", "H", "H", "H", "H"], "positions_angstrom": [[4.85, 2.12, 4.12], [5.15, 1.00, 3.84], [5.72, -0.31, 3.46], [4.92, -1.01, 2.34], [4.25, -2.32, 2.84], [2.28, -1.83, 3.85], [2.90, -1.48, 6.34], [1.56, -0.44, 7.37], [1.33, -0.01, 2.98], [0.62, -0.27, 1.62], [0.33, 0.63, 3.98], [0.98, 1.90, 4.59], [4.77, 3.12, 4.47], [6.74, -0.14, 3.11], [5.71, -0.93, 4.36], [4.16, -0.38, 1.88], [5.63, -1.30, 1.55], [4.05, -3.05, 2.04], [4.94, -2.77, 3.57], [1.19, -3.24, 3.68], [4.15, -0.80, 6.47], [3.02, -2.81, 6.87], [2.12, 0.73, 2.80], [1.36, -0.11, 0.82], [-0.17, 0.47, 1.43], [0.18, -1.27, 1.54], [-0.61, 0.93, 3.49], [0.05, -0.04, 4.80], [1.93, 1.61, 5.05], [1.23, 2.55, 3.74], [0.33, 2.39, 5.31], [-1.57, 2.45, 8.93], [-0.57, 1.61, 9.40], [-0.22, 1.62, 10.74], [-0.88, 2.47, 11.62], [-1.89, 3.30, 11.16], [-2.23, 3.30, 9.81], [-1.84, 2.44, 7.88], [-0.06, 0.95, 8.71], [0.57, 0.97, 11.10], [-0.61, 2.47, 12.67], [-2.41, 3.96, 11.85], [-3.01, 3.96, 9.45], [-0.06, -1.31, -3.24], [-0.46, -1.32, -1.91], [-1.78, -1.02, -1.59], [-2.69, -0.72, -2.59], [-2.28, -0.71, -3.92], [-0.96, -1.00, -4.24], [0.97, -1.54, -3.49], [0.25, -1.57, -1.13], [-2.09, -1.03, -0.55], [-3.72, -0.48, -2.33], [-2.99, -0.47, -4.70], [-0.65, -0.99, -5.28], [-6.26, -1.80, -4.67], [-6.41, -0.42, -4.56], [-7.36, 0.23, -5.34], [-8.16, -0.48, -6.22], [-8.01, -1.86, -6.32], [-7.06, -2.52, -5.55], [-5.53, -2.32, -4.07], [-5.79, 0.14, -3.87], [-7.47, 1.31, -5.26], [-8.90, 0.03, -6.82], [-8.64, -2.42, -7.00], [-6.95, -3.59, -5.63], [0.42, -5.26, 1.07], [0.14, -4.35, 0.06], [-0.99, -4.50, -0.72], [-1.86, -5.56, -0.49], [-1.59, -6.47, 0.53], [-0.44, -6.32, 1.30], [1.31, -5.14, 1.67], [0.82, -3.52, -0.12], [-1.21, -3.79, -1.51], [-2.75, -5.68, -1.09], [-2.26, -7.29, 0.71], [-0.23, -7.03, 2.09], [0.71, -0.56, -7.99], [-0.29, 0.41, -8.04], [-0.81, 0.80, -9.26], [-0.34, 0.23, -10.43], [0.65, -0.73, -10.39], [1.18, -1.12, -9.16], [1.12, -0.86, -7.04], [-0.66, 0.85, -7.12], [-1.58, 1.56, -9.30], [-0.75, 0.54, -11.39], [1.02, -1.18, -11.30], [1.96, -1.87, -9.13], [2.18, 4.77, -7.35], [1.92, 5.90, -8.12], [1.45, 5.76, -9.41], [1.21, 4.50, -9.94], [1.46, 3.37, -9.17], [1.95, 3.50, -7.87], [2.55, 4.88, -6.34], [2.10, 6.88, -7.71], [1.25, 6.64, -10.02], [0.83, 4.39, -10.95], [1.27, 2.38, -9.57], [2.15, 2.62, -7.27], [-6.06, 2.54, -0.49], [-6.21, 3.91, -0.38], [-7.15, 4.57, -1.16], [-7.96, 3.85, -2.03], [-7.81, 2.48, -2.14], [-6.86, 1.82, -1.37], [-5.32, 2.02, 0.11], [-5.59, 4.47, 0.30], [-7.26, 5.65, -1.08], [-8.70, 4.37, -2.64], [-8.44, 1.92, -2.82], [-6.75, 0.75, -1.45], [7.96, -2.90, 8.18], [7.17, -1.93, 7.58], [7.75, -0.95, 6.80], [9.13, -0.94, 6.61], [9.92, -1.91, 7.21], [9.33, -2.89, 8.00], [7.50, -3.67, 8.80], [6.09, -1.94, 7.72], [7.14, -0.18, 6.33], [9.59, -0.17, 5.99], [10.99, -1.91, 7.06], [9.95, -3.65, 8.47]]}